(1)
6 unconnected molecules or ions with the total composition C19H33F2N2O19 in a non-equilibrium geometry. Source: the OMol25 dataset; level of theory: ωB97M-V with the def2-TZVPD basis set.

Last column: Mulliken charge in e.
CARTESIAN COORDINATES (ANGSTROEM)
O 3.287 -0.491 0.305  -0.734
C 2.731 0.611 0.112  0.675
O 2.519 1.539 0.915  -0.730
C 2.274 0.867 -1.352  -0.617
N 0.832 1.135 -1.514  -0.542
N 0.034 0.831 -0.379  0.669
C -0.819 -0.294 -0.583  0.511
O -1.070 -1.115 0.225  -0.487
F -1.323 -0.351 -1.819  -0.222
C -0.675 1.877 0.196  0.481
O -1.816 1.845 0.542  -0.576
F 0.060 2.975 0.285  -0.217
H 2.548 0.008 -1.963  0.250
H 2.819 1.747 -1.700  0.274
H 0.646 2.074 -1.825  0.282
C -2.776 4.534 1.742  -0.583
O -3.118 5.867 2.169  -0.317
C -2.477 6.285 3.253  0.729
O -1.680 5.661 3.901  -0.532
O -2.874 7.539 3.517  -0.338
C -2.251 8.110 4.666  -0.630
H -3.394 4.344 0.871  0.301
H -1.726 4.469 1.475  0.245
H -3.004 3.809 2.519  0.319
H -1.171 8.159 4.535  0.296
H -2.482 7.531 5.559  0.288
H -2.659 9.113 4.760  0.208
C 5.240 -0.886 2.568  -0.645
O 6.497 -0.952 1.858  -0.112
C 7.545 -0.508 2.515  0.680
O 7.584 -0.064 3.635  -0.581
O 8.627 -0.634 1.715  -0.290
C 9.840 -0.181 2.306  -0.685
H 4.476 -1.259 1.891  0.161
H 5.301 -1.495 3.471  0.346
H 5.002 0.145 2.817  0.315
H 10.070 -0.751 3.206  0.296
H 9.778 0.877 2.555  0.285
H 10.615 -0.340 1.561  0.212
C -3.389 -3.059 -1.695  -0.720
O -4.668 -3.414 -2.246  -0.326
C -4.888 -2.954 -3.474  0.807
O -4.128 -2.299 -4.137  -0.558
O -6.115 -3.337 -3.848  -0.319
C -6.492 -2.890 -5.152  -0.652
H -3.358 -3.500 -0.703  0.256
H -2.585 -3.467 -2.303  0.392
H -3.279 -1.981 -1.611  0.286
H -5.813 -3.286 -5.905  0.295
H -6.497 -1.802 -5.198  0.297
H -7.495 -3.271 -5.318  0.226
C -7.728 3.268 -1.590  -0.654
O -6.968 2.270 -0.909  -0.274
C -7.240 1.019 -1.283  0.770
O -8.054 0.697 -2.112  -0.568
O -6.463 0.198 -0.588  -0.307
C -6.646 -1.190 -0.886  -0.359
H -7.399 4.220 -1.184  0.204
H -7.534 3.234 -2.660  0.304
H -8.792 3.133 -1.406  0.288
H -6.432 -1.388 -1.932  0.049
H -7.663 -1.500 -0.652  0.345
H -5.945 -1.733 -0.260  0.188
C 4.562 -6.728 -0.028  -0.654
O 4.913 -5.382 0.280  -0.282
C 6.048 -4.963 -0.287  0.708
O 6.758 -5.635 -0.996  -0.580
O 6.250 -3.705 0.066  -0.109
C 7.443 -3.117 -0.462  -0.589
H 3.630 -6.920 0.496  0.216
H 4.416 -6.853 -1.100  0.289
H 5.332 -7.417 0.318  0.284
H 7.421 -3.121 -1.550  0.325
H 8.317 -3.663 -0.108  0.309
H 7.470 -2.100 -0.089  0.124

The calculation puts the energy above the lowest of the compared OMol25 structures with the same formula, charge and spin at 0.000 eV. As for the net charge: -1. The highest occupied orbital energy is -5.1 eV.

(2)
C4H6O2 in the gas phase in a non-equilibrium geometry. Source: the OMol25 dataset; level of theory: ωB97M-V with the def2-TZVPD basis set.

Last column: Mulliken charge in e.
CARTESIAN COORDINATES (ANGSTROEM)
C 1.389 0.635 0.469  -1.077
C -0.076 0.796 0.245  0.576
O -0.557 1.702 -0.419  -0.594
C -1.090 -0.208 0.665  0.023
C -1.026 -0.817 -0.700  -0.466
O -1.062 -1.605 0.475  -0.365
H 1.659 -0.365 0.815  0.300
H 1.928 0.904 -0.442  0.319
H 1.639 1.362 1.247  0.369
H -2.072 0.166 0.951  0.338
H -0.061 -0.917 -1.197  0.248
H -1.760 -0.193 -1.237  0.329

The calculation puts the energy above the lowest of the compared OMol25 structures with the same formula, charge and spin at 3.764 eV. As for the net charge: 0. The highest occupied orbital energy is -9.9 eV. The structure (SMILES) is CC(=O)[C@H]1CO1.

(3)
A molecular structure, C26H46N5O3Si2Tc in a non-equilibrium geometry. Source: the OMol25 dataset; level of theory: ωB97M-V with the def2-TZVPD basis set.

Last column: Löwdin spin population.
CARTESIAN COORDINATES (ANGSTROEM)
Tc 0.224 0.433 0.200  1.424
C -2.064 0.395 4.906  -0.008
Si -1.724 1.014 3.147  -0.047
C -0.903 2.730 3.109  -0.003
C -3.270 0.686 2.074  -0.017
C -0.362 -0.141 2.226  -0.221
C -0.981 -1.331 1.681  0.007
C -1.509 -2.471 2.275  -0.036
C -2.049 -3.446 1.455  0.003
C -2.065 -3.255 0.070  -0.031
C -1.498 -2.114 -0.465  -0.014
N -0.930 -1.198 0.322  -0.007
Si 1.302 -0.571 3.237  -0.039
C 1.965 -1.949 2.057  -0.012
C 1.019 -1.251 4.975  -0.006
C 2.338 1.022 3.154  -0.002
H -2.949 0.895 5.294  -0.002
H -1.253 0.622 5.590  0.000
H -2.264 -0.672 4.952  0.000
H -1.656 3.511 3.159  -0.001
H -0.302 2.901 2.220  0.001
H -0.260 2.868 3.973  0.000
H -4.013 1.458 2.259  -0.003
H -3.735 -0.260 2.352  0.000
H -3.070 0.656 1.005  0.000
H -1.500 -2.570 3.349  -0.001
H -2.462 -4.347 1.883  0.001
H -2.504 -3.995 -0.581  -0.001
H -1.508 -1.916 -1.528  0.000
H 1.635 -2.928 2.395  -0.001
H 3.050 -1.985 2.043  -0.002
H 1.615 -1.823 1.025  0.000
H 0.303 -2.065 5.020  0.000
H 0.699 -0.492 5.680  0.000
H 1.961 -1.640 5.355  -0.002
H 2.185 1.603 2.248  0.001
H 3.397 0.796 3.237  -0.001
H 2.098 1.664 3.995  0.000
C 5.062 0.373 -0.979  0.000
C 3.682 0.383 -0.281  0.000
N 2.628 -0.054 -1.197  -0.002
C 2.624 0.836 -2.358  0.001
C 3.969 0.739 -3.117  0.000
N 4.872 -0.154 -2.351  0.000
C 4.299 -1.520 -2.284  0.000
C 2.889 -1.416 -1.665  0.001
H 5.775 -0.261 -0.447  0.000
H 5.485 1.379 -1.034  0.000
H 3.431 1.391 0.057  0.000
H 3.690 -0.274 0.588  0.000
H 2.455 1.857 -2.009  0.000
H 1.797 0.556 -3.013  0.001
H 4.439 1.719 -3.220  0.000
H 3.828 0.323 -4.114  0.000
H 5.782 -0.198 -2.822  0.000
H 4.954 -2.144 -1.675  0.000
H 4.256 -1.955 -3.283  0.000
H 2.804 -2.121 -0.837  0.000
H 2.130 -1.670 -2.406  0.000
C -1.624 3.036 -4.008  0.000
C -2.782 3.507 -3.140  0.000
C -2.418 3.578 -1.632  -0.001
C -3.655 4.124 -0.867  0.000
C -3.414 4.366 0.615  0.000
C -1.304 4.593 -1.485  0.000
O -1.374 5.735 -1.804  0.002
N -0.072 4.116 -0.941  0.006
C 0.087 2.885 -0.468  0.007
O 1.152 2.409 0.022  0.018
N -0.901 1.980 -0.506  -0.010
C -2.125 2.174 -1.123  0.002
O -2.879 1.239 -1.209  0.001
H -1.939 3.020 -5.048  0.000
H -1.312 2.030 -3.732  0.000
H -0.776 3.714 -3.929  0.000
H -3.637 2.841 -3.259  0.000
H -3.083 4.508 -3.452  0.000
H -4.471 3.414 -1.004  0.000
H -3.940 5.064 -1.344  0.000
H -3.092 3.456 1.121  0.000
H -4.343 4.705 1.067  0.000
H -2.668 5.142 0.779  0.000
H 0.686 4.793 -0.880  0.000

Its spin multiplicity is 2. As for the net charge: +3. The expectation value of S² is 1.05. The highest occupied orbital energy (alpha / beta) is -17.1 / -17.4 eV.

(4)
2 unconnected molecules or ions with the total composition C14H16O in a non-equilibrium geometry. Source: the OMol25 dataset; level of theory: ωB97M-V with the def2-TZVPD basis set.

Last column: Mulliken charge in e.
CARTESIAN COORDINATES (ANGSTROEM)
C -0.264 -4.581 0.361  -1.358
C -1.239 -1.088 -1.892  -0.642
C 0.008 -1.318 -1.478  -0.093
C -2.254 -1.926 -1.508  -0.341
C 0.302 -2.451 -0.742  -0.568
C -1.947 -3.197 -0.907  -0.541
C -0.661 -3.351 -0.367  0.949
H -1.473 -0.110 -2.270  0.401
H 0.903 -0.726 -1.914  0.227
H -3.323 -1.805 -1.684  0.387
H 1.329 -2.658 -0.490  0.392
H -2.854 -3.849 -0.770  0.220
H 0.672 -5.086 0.062  0.342
H -1.095 -5.316 0.359  0.329
H -0.116 -4.297 1.401  0.305
C 3.112 3.458 1.132  -1.219
C -0.940 2.103 0.286  0.681
C -0.030 1.238 1.061  -0.427
C -0.563 3.380 -0.004  -0.577
C 1.270 1.701 1.410  -0.643
C 0.721 3.736 0.249  -0.325
C 1.700 2.902 0.866  0.687
O -2.279 1.770 0.095  -0.574
H -0.422 0.256 1.235  0.279
H -2.649 0.972 0.510  0.331
H -1.352 4.034 -0.432  0.327
H 1.981 0.936 1.821  0.246
H 1.012 4.699 -0.107  0.329
H 3.449 4.222 0.380  0.323
H 3.746 2.491 1.131  0.295
H 3.259 3.863 2.206  0.258

The calculation puts the energy above the lowest of the compared OMol25 structures with the same formula, charge and spin at 1.665 eV. As for the net charge: 0. The highest occupied orbital energy is -8.2 eV. The structure (SMILES) is Cc1ccc(O)cc1.Cc1ccccc1.

(5)
16 unconnected molecules or ions with the total composition C26H82IO17P in a non-equilibrium geometry. Source: the OMol25 dataset; level of theory: ωB97M-V with the def2-TZVPD basis set.

Last column: Mulliken charge in e.
CARTESIAN COORDINATES (ANGSTROEM)
C -0.944 -3.671 -0.251  -0.233
C -1.608 -4.075 -1.652  0.661
O -2.237 -5.127 -1.817  -0.658
O -1.476 -3.131 -2.681  -0.255
C -2.671 -3.031 -3.500  -0.758
C -3.970 -2.518 -2.737  -0.362
C -3.689 -1.539 -1.521  -0.256
C -3.036 -0.136 -1.922  -0.946
C -1.488 -0.025 -1.535  0.673
C -0.852 1.376 -2.079  -0.504
P 0.938 0.972 -2.641  -0.146
C 2.095 1.062 -1.128  -0.080
C 2.391 -0.402 -0.530  -0.126
C 2.450 -0.437 1.068  -0.874
I 0.545 0.130 1.978  -0.022
H -1.739 -3.632 0.565  0.195
H -0.534 -2.607 -0.349  -0.018
H -0.062 -4.332 0.015  0.072
H -2.436 -2.252 -4.306  0.362
H -2.821 -4.008 -4.057  0.244
H -4.585 -1.927 -3.501  0.333
H -4.610 -3.422 -2.472  0.224
H -3.082 -2.006 -0.675  -0.120
H -4.709 -1.295 -1.058  0.461
H -3.567 0.655 -1.283  0.304
H -3.254 0.086 -3.010  0.337
H -1.316 -0.082 -0.404  -0.114
H -0.851 -0.840 -1.988  -0.327
H -1.441 1.698 -2.997  0.389
H -0.859 2.161 -1.251  0.236
H 0.984 -0.403 -3.099  -0.031
H 3.093 1.492 -1.455  0.418
H 1.673 1.767 -0.339  -0.175
H 1.634 -1.144 -0.959  -0.135
H 3.405 -0.743 -0.929  0.357
H 3.299 0.225 1.446  0.425
H 2.616 -1.528 1.358  0.361
C 0.623 4.996 -1.024  -0.473
O 1.214 4.295 -2.111  -0.435
H 0.469 4.299 -0.200  0.123
H 1.285 5.801 -0.697  0.261
H -0.342 5.409 -1.331  0.301
H 1.340 4.930 -2.825  0.245
C -7.587 -3.670 -4.756  -0.606
O -6.343 -3.902 -4.108  -0.314
H -7.728 -2.595 -4.873  0.141
H -7.583 -4.144 -5.741  0.293
H -8.399 -4.078 -4.149  0.271
H -6.242 -4.858 -4.017  0.236
C -3.399 -7.879 -4.367  -0.536
O -4.240 -6.978 -3.664  -0.492
H -4.018 -8.510 -5.006  0.245
H -2.693 -7.320 -4.986  0.217
H -2.856 -8.508 -3.657  0.260
H -3.671 -6.432 -3.107  0.329
C 2.655 4.635 2.429  -0.405
O 3.078 5.674 1.562  -0.538
H 1.623 4.819 2.726  0.234
H 2.716 3.675 1.909  0.151
H 3.290 4.618 3.319  0.213
H 3.992 5.485 1.317  0.286
C 6.797 6.585 3.368  -0.511
O 5.764 5.660 3.049  -0.425
H 7.374 6.790 2.466  0.229
H 6.359 7.516 3.735  0.203
H 7.455 6.158 4.128  0.265
H 5.270 5.496 3.860  0.253
C 1.993 -6.864 -0.203  -0.563
O 2.558 -5.762 0.501  -0.447
H 1.051 -7.137 0.272  0.258
H 1.805 -6.583 -1.242  0.134
H 2.676 -7.716 -0.165  0.344
H 3.389 -5.539 0.064  0.266
C 0.660 -6.049 -3.941  -0.467
O 2.055 -6.264 -3.758  -0.562
H 0.130 -6.977 -3.730  0.213
H 0.315 -5.272 -3.255  0.112
H 0.467 -5.748 -4.974  0.370
H 2.499 -5.430 -3.951  0.314
C 3.338 8.170 3.754  -0.574
O 4.415 9.100 3.831  -0.548
H 3.177 7.736 4.741  0.249
H 2.430 8.686 3.434  0.338
H 3.585 7.378 3.046  0.212
H 4.534 9.467 2.947  0.310
C -1.152 -4.572 3.223  -0.391
O -2.188 -3.719 2.752  -0.505
H -0.204 -4.237 2.803  0.021
H -1.100 -4.524 4.314  0.323
H -1.345 -5.600 2.905  0.294
H -3.014 -4.034 3.137  0.270
C 3.506 -4.375 3.635  -0.269
O 3.970 -3.813 2.414  -0.507
H 4.071 -3.943 4.459  0.287
H 2.444 -4.147 3.765  0.185
H 3.656 -5.455 3.622  0.031
H 3.454 -4.212 1.702  0.312
C -10.145 -4.293 -0.988  -0.580
O -9.747 -3.269 -1.889  -0.416
H -11.177 -4.115 -0.688  0.215
H -10.076 -5.267 -1.480  0.248
H -9.504 -4.277 -0.103  0.276
H -8.833 -3.449 -2.139  0.247
C -8.539 0.436 -2.683  -0.552
O -8.620 -0.458 -3.784  -0.458
H -7.580 0.951 -2.720  0.195
H -9.346 1.171 -2.744  0.294
H -8.614 -0.122 -1.747  0.230
H -9.475 -0.900 -3.729  0.291
C 6.737 12.354 3.853  -0.572
O 5.653 11.739 4.536  -0.470
H 6.919 13.335 4.292  0.217
H 7.634 11.738 3.956  0.305
H 6.484 12.472 2.796  0.218
H 5.511 10.875 4.129  0.346
C 4.481 -7.710 5.288  -0.487
O 4.110 -6.438 5.804  -0.465
H 4.151 -7.777 4.252  0.166
H 5.567 -7.824 5.330  0.250
H 4.001 -8.500 5.871  0.264
H 4.411 -6.403 6.719  0.282
C 4.742 14.688 2.041  -0.520
O 5.344 13.987 0.960  -0.511
H 4.574 13.990 2.861  0.208
H 5.408 15.487 2.377  0.254
H 3.785 15.108 1.722  0.289
H 5.482 14.623 0.249  0.295

As for the net charge: 0. The highest occupied orbital energy is -7.3 eV.

(6)
A gas-phase ion, C12H18NO2 (charge +1) in a non-equilibrium geometry. Source: the OMol25 dataset; level of theory: ωB97M-V with the def2-TZVPD basis set.

Last column: Mulliken charge in e.
CARTESIAN COORDINATES (ANGSTROEM)
C 1.050 1.852 1.980  -0.713
C 2.315 2.177 1.522  -0.512
C 0.030 1.597 1.081  -0.182
C 2.559 2.242 0.161  -0.652
C 0.267 1.652 -0.288  0.610
C 1.539 1.989 -0.740  -0.244
C -0.854 1.450 -1.286  -1.298
C -1.811 0.298 -1.004  -0.499
C -0.362 -1.368 0.078  0.096
C -2.093 -2.101 -1.497  -0.972
C 1.825 -1.336 -0.818  -0.504
C -0.516 -1.984 2.343  -0.682
N -1.131 -1.033 -1.131  0.374
O 0.902 -1.575 0.058  -0.208
O -1.145 -1.890 1.070  -0.374
H 0.854 1.821 3.041  0.467
H 3.101 2.398 2.225  0.427
H -0.964 1.384 1.447  0.468
H 3.538 2.500 -0.208  0.420
H -1.453 2.364 -1.305  0.379
H -0.428 1.336 -2.287  0.413
H -2.228 0.354 0.001  0.301
H -2.632 0.325 -1.721  0.472
H -2.544 -1.879 -2.462  0.398
H -1.581 -3.059 -1.556  0.367
H -2.867 -2.159 -0.735  0.399
H 1.732 2.058 -1.801  0.403
H 1.630 -0.956 -1.806  0.252
H 2.828 -1.472 -0.473  0.301
H -0.138 -1.008 2.659  0.249
H 0.308 -2.703 2.322  0.299
H -1.288 -2.329 3.024  0.294
H -0.443 -0.946 -1.893  0.454

The calculation puts the energy above the lowest of the compared OMol25 structures with the same formula, charge and spin at 4.562 eV. As for the net charge: +1. The highest occupied orbital energy is -10.7 eV.

| no. | E (eV) |
| --- | --- |
| 1 | -67557.6258 |
| 2 | -8336.6975 |
| 3 | -59230.9671 |
| 4 | -16823.5699 |
| 5 | -80479.6212 |
| 6 | -18310.4588 |